# C51H133N7O19

A 12-piece molecular cluster, C51H133N7O19 overall (wB97M-V/def2-TZVPD, the Open Molecules 2025 dataset).

ORCA input file:
```
! RIJCOSX wB97M-V def2-TZVPD def2/J DEFGRID3
* xyz 0 1
H 18.902 -2.346 22.825
C 26.427 -10.423 20.105
H 29.992 -7.834 20.796
H 23.089 -8.651 26.250
H 26.329 -4.533 21.048
C 22.071 -11.040 15.485
H 27.548 -8.323 15.876
H 20.077 -3.590 22.537
C 15.912 -7.364 22.319
C 24.066 -8.951 22.209
H 17.285 -2.000 24.779
C 21.855 -8.441 18.977
C 20.300 -9.414 22.413
H 24.864 -3.810 19.055
H 26.589 -10.946 19.162
O 24.370 -8.186 23.348
N 24.881 -10.522 27.195
H 22.008 -8.214 20.063
H 27.017 -9.885 15.336
H 19.537 -3.764 24.773
C 18.987 -9.502 21.657
H 18.033 -4.285 21.390
H 28.457 -7.338 21.360
H 27.484 -7.086 26.826
C 23.727 -9.881 27.842
H 24.694 -9.794 25.271
H 22.411 -8.090 27.777
H 18.221 -6.405 24.615
H 25.284 -19.051 20.648
C 25.913 -6.406 22.782
H 30.051 -5.359 19.979
O 25.652 -0.142 22.066
C 28.354 -9.068 20.173
H 22.645 -18.054 21.744
H 18.310 -0.031 26.515
O 20.828 -10.304 15.495
H 16.196 -9.368 21.507
H 23.087 -10.051 19.218
C 19.548 -2.818 22.053
H 22.654 -17.559 19.986
C 22.414 -15.964 21.357
H 14.162 -8.332 23.727
H 20.900 -9.000 25.624
O 21.939 -7.277 18.201
H 23.635 -11.537 16.740
H 24.509 -6.250 17.378
H 24.882 -5.794 26.426
H 12.804 -7.804 22.735
H 19.192 -9.801 14.535
H 25.321 -6.917 20.869
C 16.718 -8.391 21.525
C 19.090 -5.771 24.738
H 19.267 -9.231 20.622
H 16.900 -2.153 26.484
C 19.165 -0.589 26.099
O 23.028 -1.545 22.394
H 16.158 -7.505 23.388
H 25.988 -18.152 21.982
H 21.732 0.124 24.251
H 18.634 -10.599 21.723
H 20.693 -6.686 19.708
C 19.887 -10.637 14.506
H 24.745 -4.171 21.634
H 21.837 -12.037 15.190
C 27.253 -1.732 20.939
C 20.794 -6.545 18.643
C 22.509 -16.010 23.834
O 14.589 -7.284 22.027
C 23.104 -9.191 18.569
C 24.036 -6.470 26.481
H 23.812 -5.122 19.547
O 27.115 -10.288 25.106
H 23.874 -15.175 22.544
C 23.099 -1.526 23.837
H 24.538 -8.631 21.279
O 28.745 -3.239 18.539
H 22.897 -10.617 27.819
H 30.328 -2.539 19.627
C 27.810 -7.699 27.689
H 28.922 -11.400 25.258
H 28.179 -9.690 16.644
N 25.084 -6.194 21.560
H 21.295 -12.581 25.669
H 24.029 -11.400 25.500
H 28.385 -8.608 27.359
H 28.945 -9.890 24.273
H 29.735 -1.436 18.431
C 23.336 -8.532 27.256
O 21.195 -5.072 24.051
C 20.200 -6.070 23.742
C 24.839 -4.786 19.605
C 25.287 -4.839 20.993
C 17.766 -3.964 25.703
H 25.976 -11.761 24.214
H 22.975 -8.929 22.113
H 19.907 -7.054 18.195
C 22.235 -14.954 24.892
H 22.517 -4.686 22.590
H 22.785 -10.645 14.715
H 23.214 -16.733 24.199
N 18.699 -4.380 24.635
H 19.363 -0.215 25.108
C 24.868 -10.762 25.790
C 28.309 -10.718 24.535
H 22.031 -12.390 24.065
C 22.710 -0.242 24.554
H 18.061 -4.344 26.744
H 25.957 -7.730 28.041
H 28.136 -4.981 17.634
C 22.960 -17.314 20.994
H 21.937 -15.468 25.876
H 30.838 -2.863 17.991
H 27.808 -6.876 18.917
H 16.859 -8.062 20.479
H 28.017 -11.287 23.632
H 19.900 -6.118 22.693
O 20.501 -1.903 21.500
H 23.925 -8.486 18.871
H 20.605 -7.104 24.014
C 21.182 -12.818 24.638
H 26.803 -11.155 20.867
H 21.625 -10.453 24.731
H 26.366 -8.563 22.787
H 24.786 -0.501 22.038
H 22.025 -11.234 17.528
H 27.817 -2.653 21.075
H 16.860 -4.546 25.535
C 13.762 -8.249 22.712
H 28.013 -0.985 20.588
C 21.201 -9.405 24.631
H 29.227 -7.433 29.415
H 24.048 -1.757 24.191
H 21.329 -15.941 21.442
H 20.877 -10.335 22.156
H 19.503 -5.973 25.733
H 22.374 -2.229 24.274
H 25.583 -4.672 17.183
C 25.034 -18.362 21.478
H 25.347 -10.319 20.235
H 22.657 -8.812 16.632
H 20.884 -5.526 18.357
C 22.513 -5.202 23.562
C 28.910 -7.700 20.473
C 18.596 -3.408 21.054
C 30.000 -2.523 18.597
C 25.467 -5.735 17.533
N 28.728 -6.855 19.327
O 18.921 -2.013 26.030
C 27.304 -9.324 16.193
H 23.211 -5.892 26.926
H 22.088 -1.714 22.182
C 26.175 -11.310 25.205
C 26.695 -1.201 22.250
O 20.039 -9.432 23.851
N 18.057 -8.502 22.185
H 13.645 -9.214 22.167
H 21.553 -16.471 23.576
O 24.388 -7.560 27.319
H 27.545 -0.688 22.770
N 22.899 -15.342 22.603
H 19.447 -11.627 14.650
H 25.753 -10.032 27.419
H 25.572 -5.635 23.493
H 22.811 -0.362 25.634
H 29.700 -6.463 27.970
H 26.090 -7.945 24.368
H 24.373 -18.906 22.183
H 29.803 -4.816 17.764
H 28.785 -9.799 20.911
H 22.734 -15.305 20.549
H 28.631 -9.405 19.175
H 28.351 -6.031 29.018
H 26.452 -1.924 23.013
N 23.238 -9.517 17.096
H 20.288 -10.588 13.490
H 23.411 0.552 24.304
C 28.829 -6.855 28.544
H 24.296 -9.992 22.395
C 29.032 -5.464 19.606
O 21.103 -14.191 24.499
C 17.622 -2.435 25.742
C 25.744 -7.804 23.329
H 26.980 -6.198 22.708
O 24.427 -17.176 21.061
H 20.269 -12.331 24.339
H 24.145 -9.818 28.873
O 26.949 -9.118 20.252
H 20.025 -0.405 26.723
H 23.207 -4.678 24.177
H 26.259 -6.317 17.021
H 17.981 -8.643 23.175
O 26.263 -9.145 17.160
H 23.141 -14.462 25.048
H 26.416 -1.708 20.218
O 26.750 -8.033 28.532
H 20.886 -8.542 22.170
H 19.206 -3.788 20.247
C 28.916 -4.649 18.326
H 28.336 -4.979 20.364
H 22.815 -6.256 23.516
H 23.816 -6.873 25.444
H 26.626 -12.203 25.777
H 21.979 -8.746 24.215
H 16.367 -6.370 22.149
H 20.834 -8.861 18.778
O 25.733 -5.624 18.913
H 18.022 -2.738 20.480
H 20.082 -1.053 21.295
H 25.384 -9.290 16.782
C 22.752 -10.874 16.790
*
```

Calculated values
- SMILES: COCCNCCOC.COCCNCCOC.COCCNCCOC.COCCNCCOC.COCCNCCOC.COCCNCCOC.COCCNCCOC.CCO.CCO.CCO.CCO.CO
- Total energy: -104363.328 eV
- Frontier orbital gap: 0.3187 hartree
- E_HOMO: -8.34 eV

Löwdin atomic charge list, values in e, 99 entries: number 1, H, carries 0.109; number 2, C, carries -0.120; number 3, H, carries 0.144; number 4, H, carries 0.048; number 5, H, carries 0.090; number 6, C, carries -0.222; number 7, H, carries 0.065; number 8, H, carries 0.069; number 9, C, carries -0.300; number 10, C, carries -0.111; number 11, H, carries 0.124; number 12, C, carries -0.263; number 13, C, carries -0.211; number 14, H, carries 0.140; number 15, H, carries 0.081; number 16, O, carries -0.222; number 17, N, carries -0.066; number 18, H, carries 0.114; number 19, H, carries 0.069; number 20, H, carries 0.110; number 21, C, carries -0.204; number 22, H, carries 0.075; number 23, H, carries 0.085; number 24, H, carries 0.109; number 25, C, carries -0.166; number 26, H, carries 0.107; number 27, H, carries 0.153; number 28, H, carries 0.104; number 29, H, carries 0.087; number 30, C, carries -0.181; number 31, H, carries 0.119; number 32, O, carries -0.087; number 33, C, carries -0.227; number 34, H, carries 0.110; number 35, H, carries 0.092; number 36, O, carries -0.202; number 37, H, carries 0.115; number 38, H, carries 0.105; number 39, C, carries -0.284; number 40, H, carries 0.118; number 41, C, carries -0.207; number 42, H, carries 0.090; number 43, H, carries 0.105; number 44, O, carries -0.194; number 45, H, carries 0.127; number 46, H, carries 0.086; number 47, H, carries 0.089; number 48, H, carries 0.067; number 49, H, carries 0.088; number 50, H, carries 0.089; number 51, C, carries -0.171; number 52, C, carries -0.208; number 53, H, carries 0.107; number 54, H, carries 0.108; number 55, C, carries -0.067; number 56, O, carries -0.094; number 57, H, carries 0.112; number 58, H, carries 0.087; number 59, H, carries 0.061; number 60, H, carries 0.142; number 61, H, carries 0.069; number 62, C, carries -0.122; number 63, H, carries 0.104; number 64, H, carries 0.110; number 65, C, carries -0.098; number 66, C, carries -0.086; number 67, C, carries -0.207; number 68, O, carries -0.169; number 69, C, carries -0.175; number 70, C, carries -0.079; number 71, H, carries 0.117; number 72, O, carries -0.216; number 73, H, carries 0.092; number 74, C, carries -0.297; number 75, H, carries 0.058; number 76, O, carries -0.204; number 77, H, carries 0.122; number 78, H, carries 0.069; number 79, C, carries -0.325; number 80, H, carries 0.120; number 81, H, carries 0.054; number 82, N, carries -0.008; number 83, H, carries 0.074; number 84, H, carries 0.108; number 85, H, carries 0.110; number 86, H, carries 0.076; number 87, H, carries 0.102; number 88, C, carries -0.204; number 89, O, carries -0.228; number 90, C, carries -0.176; number 91, C, carries -0.220; number 92, C, carries -0.203; number 93, C, carries -0.197; number 94, H, carries 0.113; number 95, H, carries 0.059; number 96, H, carries 0.104; number 97, C, carries -0.212; number 98, H, carries 0.091; number 99, H, carries 0.137